6 unconnected molecules or ions with the total composition C20H33N2O22PS5 at a distorted geometry. Source: OMol25; level of theory: the ωB97M-V functional and the def2-TZVPD basis.

Results
E: -132756.227 eV
Structure (SMILES): C=CC[C@@](C#N)([PH2]=O)[C@@H](C#N)C[C@H]1CO1.O=S1(=O)OCCO1.O=S1(=O)OCCO1.O=S1(=O)OCCO1.O=S1(=O)OCCO1.O=S1(=O)OCCO1

Structure (XYZ):
```
83
Properties=species:S:1:pos:R:3:forces:R:3
C -0.25383 -2.28470 1.08263 0.12 0.09 0.23
C 0.09360 -2.00803 2.34445 0.04 -0.14 0.04
C 1.44612 -2.25780 2.96901 -0.73 -1.28 0.85
C 2.54865 -1.33707 2.41460 -0.46 1.17 -0.55
C 2.00593 0.04918 2.49496 -0.04 -0.55 -0.17
N 1.54481 1.09828 2.51874 0.00 0.28 0.19
P 4.01659 -1.34172 3.57532 -0.31 -0.99 1.30
O 4.05876 -2.56819 4.40075 0.20 -0.17 -0.28
C 2.92789 -1.57302 0.92601 1.52 0.89 -0.36
C 3.65222 -0.35350 0.47204 -0.13 -0.39 0.28
N 4.30561 0.55988 0.24280 0.11 0.17 -0.20
C 3.88786 -2.74793 0.67334 -1.80 -1.26 0.02
C 3.13254 -4.06987 0.84091 1.05 -0.26 -0.38
C 3.96525 -5.34023 0.58361 -2.39 3.19 -0.01
O 3.54212 -4.87687 1.88307 0.40 -0.77 0.31
H -0.87754 -1.56176 0.56898 -1.12 -0.86 0.11
H 0.08438 -3.18805 0.58509 0.84 0.63 -0.57
H -0.67956 -1.60421 2.99364 0.45 1.31 -0.25
H 1.36599 -2.03767 4.03513 0.08 -0.09 0.03
H 1.71012 -3.31650 2.92493 0.44 0.11 -0.15
H 3.78347 -0.23689 4.42611 0.14 0.31 -0.63
H 5.19770 -1.10724 2.84076 -0.32 0.40 -0.19
H 2.05717 -1.66581 0.27603 -0.27 -0.12 0.33
H 4.73097 -2.79845 1.35891 0.24 0.27 -0.22
H 4.16844 -2.77229 -0.37923 0.43 0.59 0.06
H 2.09843 -4.08122 0.53451 -0.31 -0.09 0.20
H 4.81142 -4.82693 0.14950 1.01 -1.40 0.16
H 3.25553 -5.97123 0.07908 0.77 -1.01 0.03
O -5.10305 -1.15043 1.73543 -0.06 -0.24 -0.18
S -4.68013 -0.26584 0.70817 0.45 0.62 0.19
O -4.92148 -0.53560 -0.66488 -0.24 -0.18 0.04
O -3.12485 0.03807 0.91833 -0.53 -0.24 0.21
C -2.91421 1.45626 1.06944 0.22 0.44 -0.41
C -4.19383 1.97321 1.67924 0.17 -0.12 0.51
O -5.23264 1.20584 1.03707 0.17 -0.13 -0.32
H -2.74301 1.88050 0.08408 0.01 0.03 0.03
H -2.05382 1.64268 1.69606 0.05 -0.34 0.03
H -4.33789 3.03566 1.50651 -0.17 -0.06 -0.21
H -4.23603 1.77088 2.75191 0.00 0.03 0.00
O 1.01671 2.99368 -2.78137 0.11 -0.02 0.28
S -0.21209 2.37553 -2.43707 -0.35 -0.13 -0.49
O -0.72050 2.37306 -1.11414 0.19 0.21 0.09
O -0.18305 0.86436 -2.98105 0.14 0.29 -0.15
C -1.28128 0.64343 -3.87484 -0.50 -0.15 0.13
C -1.55208 1.99882 -4.49030 0.26 0.01 -0.40
O -1.35534 2.92753 -3.41958 0.04 -0.32 0.35
H -2.13520 0.29295 -3.29083 -0.01 0.02 -0.02
H -1.01734 -0.10556 -4.61686 0.23 0.00 0.09
H -2.56114 2.08562 -4.88372 -0.06 0.16 0.20
H -0.83206 2.22946 -5.27912 -0.03 -0.04 -0.02
O -4.20849 5.09982 -2.92152 0.13 -0.19 -0.14
S -4.65633 4.19668 -1.92484 -0.42 0.15 0.18
O -3.90684 3.05641 -1.54383 0.20 0.07 -0.08
O -6.14714 3.73544 -2.29420 0.15 0.38 -0.01
C -7.04154 4.05414 -1.22017 -0.10 -0.29 0.43
C -6.42953 5.27185 -0.55970 -0.24 0.33 -0.28
O -5.01808 5.02797 -0.60036 -0.01 -0.44 0.02
H -7.07386 3.20252 -0.53688 0.00 0.01 0.01
H -8.03873 4.24723 -1.60635 0.09 -0.02 -0.22
H -6.76116 5.40346 0.46645 0.24 -0.07 0.08
H -6.63582 6.18118 -1.12843 -0.04 -0.01 0.01
O 2.38249 -5.92841 -4.46226 -0.08 0.22 0.07
S 3.31655 -6.07870 -3.40861 0.29 -0.29 -0.16
O 3.14646 -5.43091 -2.15619 -0.21 0.05 -0.19
O 4.77845 -5.74376 -3.97577 -0.27 -0.20 -0.11
C 5.65158 -6.86407 -3.78025 0.26 -0.12 0.38
C 4.73914 -8.07148 -3.81431 0.03 -0.10 -0.49
O 3.55266 -7.64031 -3.13484 0.19 0.31 0.24
H 6.13490 -6.75717 -2.80699 0.01 -0.03 -0.01
H 6.40841 -6.89121 -4.55931 -0.11 0.19 -0.11
H 5.16872 -8.93520 -3.31509 -0.18 0.03 0.19
H 4.46863 -8.33953 -4.83770 0.04 0.00 0.00
O -2.69166 5.79574 3.08934 -0.17 -0.22 0.06
S -1.55798 4.97617 2.85129 0.57 0.32 0.00
O -1.68366 3.61181 2.48529 -0.31 0.14 0.01
O -0.57778 5.08680 4.11259 -0.22 0.29 -0.19
C 0.71748 5.53652 3.68872 0.44 -0.29 -0.19
C 0.44590 6.38240 2.46301 -0.02 0.44 0.24
O -0.60835 5.69205 1.78169 0.01 -0.35 0.17
H 1.32116 4.66045 3.44355 -0.01 0.01 -0.02
H 1.19923 6.09860 4.48419 -0.22 -0.01 0.13
H 1.31479 6.47674 1.81819 -0.12 -0.17 -0.18
H 0.08406 7.37654 2.73515 0.04 0.00 0.02
```
Positions in Å, forces in eV/Å.

Population analysis type Löwdin, resulting atomic charges in e: atom 1 (C): 0.024, atom 2 (C): -0.149, atom 3 (C): -0.166, atom 4 (C): -0.457, atom 5 (C): -0.266, atom 6 (N): 0.211, atom 7 (P): 0.774, atom 8 (O): -0.410, atom 9 (C): -0.258, atom 10 (C): -0.219, atom 11 (N): 0.187, atom 12 (C): -0.098, atom 13 (C): -0.337, atom 14 (C): -0.063, atom 15 (O): -0.033, atom 16 (H): 0.062, atom 17 (H): 0.060, atom 18 (H): 0.110, atom 19 (H): 0.118, atom 20 (H): 0.121, atom 21 (H): 0.038, atom 22 (H): 0.036, atom 23 (H): 0.139, atom 24 (H): 0.117, atom 25 (H): 0.132, atom 26 (H): 0.127, atom 27 (H): 0.107, atom 28 (H): 0.091, atom 29 (O): -0.226, atom 30 (S): 0.592, atom 31 (O): -0.228, atom 32 (O): -0.196, atom 33 (C): -0.177, atom 34 (C): -0.158, atom 35 (O): -0.201, atom 36 (H): 0.086, atom 37 (H): 0.107, atom 38 (H): 0.123, atom 39 (H): 0.136, atom 40 (O): -0.212, atom 41 (S): 0.603, atom 42 (O): -0.212, atom 43 (O): -0.188, atom 44 (C): -0.158, atom 45 (C): -0.161, atom 46 (O): -0.194, atom 47 (H): 0.136, atom 48 (H): 0.135, atom 49 (H): 0.138, atom 50 (H): 0.133, atom 51 (O): -0.207, atom 52 (S): 0.606, atom 53 (O): -0.209, atom 54 (O): -0.180, atom 55 (C): -0.156, atom 56 (C): -0.160, atom 57 (O): -0.189, atom 58 (H): 0.132, atom 59 (H): 0.136, atom 60 (H): 0.137, atom 61 (H): 0.134, atom 62 (O): -0.205, atom 63 (S): 0.612, atom 64 (O): -0.226, atom 65 (O): -0.183, atom 66 (C): -0.160, atom 67 (C): -0.161, atom 68 (O): -0.182, atom 69 (H): 0.134, atom 70 (H): 0.136, atom 71 (H): 0.137, atom 72 (H): 0.135, atom 73 (O): -0.216, atom 74 (S): 0.611, atom 75 (O): -0.214, atom 76 (O): -0.182, atom 77 (C): -0.156, atom 78 (C): -0.159, atom 79 (O): -0.177, atom 80 (H): 0.134, atom 81 (H): 0.135, atom 82 (H): 0.138, atom 83 (H): 0.134